# 1
The following is a quantum chemistry calculation of a structure of composition C46H43AlBN11, from the Open Molecules 2025 dataset.

Geometry as XYZ:
```
102
Properties=species:S:1:pos:R:3:forces:R:3
Al 0.440326 -0.081154 -0.248205 -0.028 -0.036 0.434
C 2.362787 0.211036 4.678170 0.002 -0.004 0.041
C 1.324404 -0.138095 3.663510 0.043 0.006 -0.021
C 0.348544 -1.059924 3.827984 -0.072 0.001 -0.018
C -0.798156 -1.356125 2.845550 -0.108 0.027 0.076
N 0.453017 0.214546 1.611954 -0.264 0.687 -0.111
N 1.396569 0.533889 2.438722 0.153 -0.244 0.084
B 2.456093 1.312225 1.580323 0.028 -0.027 -0.045
N 1.638270 2.297622 0.691315 0.016 0.013 0.026
N 0.888065 1.886450 -0.396623 0.026 -0.144 -0.275
C 0.524523 2.997350 -1.050271 -0.113 0.129 0.156
C 0.950893 4.121836 -0.349368 0.162 -0.094 0.013
C 1.673297 3.639781 0.725150 -0.031 -0.002 0.036
C 2.416364 4.406795 1.762337 0.009 0.019 0.004
C -0.107182 3.011513 -2.372364 -0.148 0.042 -0.054
C 0.328267 2.144523 -3.365860 0.302 -0.133 -0.035
C -0.163476 2.242935 -4.658852 -0.065 0.016 0.011
C -1.107472 3.211351 -4.965135 0.029 -0.023 0.042
C -1.548953 4.084761 -3.976852 -0.002 -0.034 -0.049
C -1.043847 3.995722 -2.691925 -0.110 -0.141 0.057
N 3.127627 0.303909 0.610655 0.021 -0.035 0.129
N 2.422859 -0.335729 -0.377423 -0.267 -0.062 -0.180
C 3.315709 -1.019741 -1.110999 0.048 -0.093 -0.002
C 4.586011 -0.858145 -0.568372 -0.035 0.127 0.021
C 4.431941 -0.002189 0.507048 0.018 -0.055 0.019
C 5.474814 0.542356 1.419445 0.033 0.002 -0.011
C 2.971202 -1.812327 -2.302117 -0.026 -0.100 0.014
C 2.076041 -1.346037 -3.259069 -0.003 0.133 0.010
C 1.755157 -2.119342 -4.363218 0.025 -0.046 -0.015
C 2.340209 -3.368135 -4.527143 -0.002 0.046 0.019
C 3.258606 -3.829903 -3.593127 -0.018 -0.012 -0.019
C 3.577289 -3.055688 -2.489339 -0.093 0.007 0.006
C -2.101878 -1.737542 3.553269 0.045 -0.018 0.001
C -2.140194 -2.297328 4.824820 -0.020 0.023 -0.019
C -3.348572 -2.682697 5.393230 0.032 0.005 -0.002
C -4.532893 -2.516750 4.699757 -0.024 0.005 -0.018
C -4.506825 -1.966432 3.426072 0.027 -0.007 0.012
C -3.303354 -1.587588 2.858062 0.020 0.022 0.067
H 2.140909 -0.265084 5.630093 0.019 -0.004 -0.008
H 3.352505 -0.112161 4.354644 0.032 -0.011 -0.022
H 2.404714 1.289953 4.828685 -0.010 0.010 0.021
H 0.336426 -1.572336 4.774847 0.015 -0.050 0.062
H 3.264359 1.868725 2.245729 0.035 0.043 -0.006
H 0.829117 5.150333 -0.632027 -0.012 0.085 -0.050
H 2.208038 5.466725 1.645185 0.002 0.024 0.007
H 2.126311 4.105533 2.767619 -0.006 -0.007 0.027
H 3.491261 4.258161 1.664761 0.023 -0.002 0.003
H 1.107492 1.420547 -3.135833 -0.124 0.232 -0.029
H 0.198007 1.574132 -5.426945 0.027 -0.025 -0.044
H -1.484482 3.301547 -5.973784 -0.022 -0.002 -0.039
H -2.277003 4.847129 -4.215618 -0.020 0.026 -0.014
H -1.388827 4.680291 -1.928902 0.024 0.033 0.054
H 5.506458 -1.260299 -0.946260 0.099 -0.042 -0.039
H 6.427008 0.064169 1.204853 0.011 0.005 0.005
H 5.593516 1.616369 1.282499 0.003 0.032 -0.005
H 5.226588 0.364867 2.464067 0.000 -0.009 0.034
H 1.658317 -0.350772 -3.159437 0.011 -0.171 0.008
H 1.070071 -1.738297 -5.108589 -0.031 0.008 -0.018
H 2.102452 -3.969001 -5.393278 -0.015 -0.022 -0.035
H 3.730961 -4.792919 -3.727806 0.019 -0.019 -0.009
H 4.287890 -3.421774 -1.760725 0.046 -0.012 0.045
H -1.240926 -2.450893 5.400625 0.046 -0.025 0.030
H -3.355490 -3.114764 6.383358 0.002 -0.021 0.045
H -5.470636 -2.815834 5.144836 -0.039 -0.010 0.017
H -5.424871 -1.835343 2.872812 -0.066 0.013 -0.038
H -3.304160 -1.166660 1.862403 0.001 0.010 -0.098
C -0.493058 -2.494968 1.851028 -0.061 -0.063 0.097
N 0.593192 -2.204111 0.899192 0.060 -0.118 -0.124
C 0.641226 -3.164545 -0.199766 0.167 -0.044 -0.050
C -0.269119 -2.637439 -1.255052 0.000 -0.128 0.082
N -0.420971 -1.341990 -1.488275 0.083 0.155 0.053
C -1.431308 -1.245416 -2.458476 0.055 -0.006 -0.198
C -2.027484 -0.149671 -3.071090 0.012 0.021 -0.039
C -3.007596 -0.396391 -4.011192 -0.005 -0.039 -0.006
C -3.399797 -1.700444 -4.347497 0.046 0.038 0.033
C -2.817396 -2.797427 -3.748246 0.022 0.061 0.033
C -1.832735 -2.534168 -2.805928 -0.048 0.005 0.006
N -1.078299 -3.383104 -2.008480 0.104 -0.003 -0.067
C -0.903705 -0.034955 2.066168 0.074 -0.066 0.019
N -1.510070 0.122575 0.739327 -0.043 -0.319 -0.045
C -2.289640 1.208692 0.789305 -0.036 0.063 -0.071
C -3.017504 1.838672 -0.242452 -0.061 -0.005 -0.035
C -3.692773 2.988381 0.057568 0.013 -0.024 0.011
C -3.670270 3.550742 1.361228 0.021 -0.042 -0.022
C -2.964391 2.972392 2.388114 0.005 -0.068 -0.014
C -2.273704 1.797086 2.094364 -0.012 0.010 0.077
N -1.474537 1.024373 2.856593 0.139 0.179 -0.023
H -0.278053 -3.404823 2.422960 -0.027 0.004 -0.057
H -1.402977 -2.676292 1.271586 0.027 0.043 0.005
H 1.481338 -2.214617 1.392992 0.001 0.100 -0.034
H 0.361633 -4.185705 0.085023 -0.022 0.079 0.004
H 1.657278 -3.192966 -0.599397 -0.028 -0.075 -0.003
H -1.724728 0.858743 -2.845763 0.024 0.105 0.034
H -3.481841 0.439560 -4.505466 -0.019 0.025 -0.019
H -4.171712 -1.847298 -5.087953 -0.037 -0.002 -0.035
H -3.115584 -3.805624 -3.993252 -0.014 -0.060 -0.031
H -1.109567 -4.391279 -2.005225 -0.010 0.039 0.026
H -3.060699 1.404872 -1.230491 0.007 -0.016 0.017
H -4.267955 3.483390 -0.711508 -0.030 0.025 -0.022
H -4.225854 4.457666 1.546276 -0.036 0.061 0.007
H -2.944763 3.405195 3.376999 -0.001 0.021 0.052
H -1.328690 1.120839 3.847855 -0.048 -0.042 0.031
```
Positions in Å, forces in eV/Å.

Output
Largest force on an atom (Eh/bohr): 0.01447
Multiplicity: 1
Total charge: +2
E (hartree): -2648.1033
HOMO (alpha / beta) (eV): -13.145 / -12.707
Gap between HOMO and LUMO (alpha / beta) (hartree): 0.24136 / 0.24854



# 2
The following is a quantum chemistry calculation of a structure of composition C23H35AuBrN4Si2, from the Open Molecules 2025 dataset.

Geometry as XYZ:
```
66
Properties=species:S:1:pos:R:3:forces:R:3
Au -0.036961 -0.016724 -0.021748 0.740 0.582 0.587
C 2.140522 2.348785 -1.271725 0.033 0.037 0.051
Si 2.206555 0.868204 -0.135495 -0.104 -0.192 -0.327
C 3.041967 -0.570060 -0.989169 0.078 -0.013 -0.009
C 3.006638 1.276866 1.485479 0.145 0.031 0.002
C 4.373673 1.465578 1.708624 -0.063 -0.045 -0.039
C 4.822619 1.820419 2.968602 0.063 -0.006 -0.038
C 3.918848 1.992036 4.011300 -0.015 0.003 0.078
C 2.563421 1.812085 3.798147 -0.073 -0.034 -0.052
C 2.098771 1.451016 2.530310 0.030 0.060 0.127
Si 0.322103 1.240206 2.027399 -0.448 -0.129 -0.157
C -0.555767 2.882303 1.936591 -0.007 0.042 0.046
C -0.592311 0.068915 3.167980 0.010 0.079 0.105
H 3.156289 2.645557 -1.547360 0.015 -0.029 0.012
H 1.677878 3.199405 -0.768068 -0.043 0.002 -0.044
H 1.596734 2.133181 -2.192045 0.007 -0.013 -0.013
H 4.084299 -0.307658 -1.194586 0.004 0.014 -0.012
H 2.564033 -0.804669 -1.941155 -0.014 -0.019 -0.008
H 3.050109 -1.470517 -0.372135 -0.030 0.024 -0.005
H 5.089343 1.332059 0.905540 0.013 0.003 -0.012
H 5.880444 1.963491 3.145513 0.009 0.001 0.002
H 4.279698 2.265002 4.994223 0.003 0.007 0.008
H 1.871995 1.947117 4.622070 -0.007 0.014 0.010
H -0.532392 3.360299 2.920009 -0.019 -0.001 0.002
H -1.599513 2.762739 1.641330 -0.007 0.007 -0.014
H -0.067109 3.558367 1.233368 -0.013 -0.007 -0.031
H -0.535906 0.457309 4.189647 -0.020 0.001 0.008
H -0.164952 -0.934217 3.178255 0.024 -0.011 -0.032
H -1.645578 0.000095 2.896810 -0.038 -0.027 -0.002
C -1.914890 5.047277 -3.091320 -0.016 -0.008 0.005
C -2.376068 3.869557 -2.280865 -0.002 0.006 -0.002
C -3.686599 3.734693 -1.837075 0.051 -0.050 0.006
C -4.049724 2.633896 -1.079447 -0.029 0.018 0.009
C -3.067142 1.702457 -0.796235 -0.049 0.105 0.001
Br -3.511238 0.222306 0.309801 0.067 -0.076 0.011
N -1.821147 1.782195 -1.216806 -0.083 -0.055 0.109
C -1.491846 2.853788 -1.940388 0.035 -0.017 -0.068
H -2.733001 5.742256 -3.270099 0.006 0.003 -0.004
H -1.524912 4.727713 -4.057978 0.001 0.001 -0.007
H -1.119503 5.587325 -2.576833 0.002 0.003 0.002
H -4.423938 4.489904 -2.078497 -0.003 0.007 0.003
H -5.057024 2.502256 -0.713486 0.000 0.005 0.010
H -0.460109 2.902026 -2.266477 0.013 0.007 -0.009
C -0.172531 -5.322619 1.017968 -0.001 0.012 0.007
C 0.877851 -4.252203 1.222032 0.032 -0.008 -0.004
N 0.472196 -3.036976 0.530634 -0.030 0.104 0.091
C -0.414047 -2.950571 -0.486456 -0.193 -0.021 -0.189
N -0.717970 -1.756620 -0.978540 -0.085 -0.415 -0.137
C -1.546416 -1.692256 -2.182060 -0.056 0.120 0.006
C -2.587272 -2.790197 -2.200157 -0.010 -0.005 -0.013
C -1.870834 -4.115915 -2.084378 -0.020 -0.004 0.000
N -0.962737 -4.099434 -0.941155 0.059 -0.040 -0.026
C -0.496592 -5.396871 -0.459646 0.001 -0.007 0.000
H -1.077486 -5.075812 1.576728 0.002 -0.005 0.000
H 0.195064 -6.283999 1.373539 0.007 0.002 -0.001
H 1.842839 -4.596614 0.838975 0.003 -0.001 0.002
H 1.004841 -4.020994 2.279304 -0.008 0.003 0.001
H 0.854342 -2.153670 0.835116 -0.003 -0.047 -0.042
H -0.911643 -1.765693 -3.072309 0.005 0.002 -0.009
H -2.020568 -0.711579 -2.208536 0.018 -0.017 -0.003
H -3.166161 -2.758859 -3.122989 0.003 -0.005 -0.004
H -3.276972 -2.660067 -1.363343 0.007 0.003 0.005
H -1.311572 -4.330388 -3.001564 -0.002 -0.011 0.004
H -2.575942 -4.933372 -1.930945 0.001 0.006 0.007
H 0.378273 -5.725236 -1.031744 0.004 -0.004 -0.001
H -1.294966 -6.114902 -0.642503 -0.001 0.005 -0.005
```
Positions in Å, forces in eV/Å.

Output
Largest force on an atom (Eh/bohr): 0.02158
Multiplicity: 1
Energy above the lowest of the compared OMol25 structures with the same formula, charge and spin (eV): 0.153
Total charge: +1
E (hartree): -4405.0584
HOMO (eV): -11.462
Gap between HOMO and LUMO (hartree): 0.33757